# 1
97
Properties=species:S:1:pos:R:3:forces:R:3 method="wB97M-V/def2-TZVPD" total_charge=0 spin_multiplicity=1 e_tot_ev=-55398.5368
C 4.2804 -0.4308 35.0801 -0.151 0.265 0.269
O 3.9463 -1.1351 33.9116 0.302 -1.283 1.615
C 3.2340 -0.4121 32.9888 0.984 1.083 -1.963
C 2.7449 -1.3837 31.9485 -1.916 1.033 -0.201
C 1.9202 -0.7258 30.8008 1.404 -1.104 -0.432
N 1.9182 -2.3459 32.6249 0.246 -1.017 0.042
H 5.2041 0.1247 34.9181 -0.074 0.393 0.109
H 4.4189 -1.0611 35.9586 0.156 -0.604 -0.415
H 3.4397 0.1990 35.3711 0.125 0.525 -0.099
H 2.4423 0.2127 33.4023 -0.218 -0.041 0.228
H 3.9498 0.2035 32.4439 0.051 0.940 0.060
H 3.6347 -1.9358 31.6460 -0.073 0.180 -0.813
H 2.6656 -0.3691 30.0899 -0.342 0.605 -0.209
H 1.1437 0.0091 31.0132 0.452 0.215 0.581
H 1.3936 -1.5308 30.2883 0.071 -0.146 0.021
H 1.2674 -1.8226 33.1930 -0.350 -0.084 0.268
H 2.6451 -2.6695 33.2470 -0.672 -0.946 0.942
C -7.0100 9.0542 38.9245 -1.155 -0.845 1.591
O -7.1462 8.3001 37.7695 0.473 -0.165 -0.671
C -6.5988 8.9456 36.6640 1.179 -0.113 -0.644
C -6.5971 8.0446 35.4436 0.043 0.970 -0.633
C -5.8795 8.7826 34.2872 -0.201 -0.738 0.072
N -7.9696 7.6917 35.1124 -0.179 0.050 0.515
H -7.5140 8.3919 39.6284 0.181 0.330 0.653
H -7.5815 9.9823 38.9387 0.046 0.298 -0.433
H -5.9996 9.2377 39.2898 0.297 -0.052 -0.428
H -7.1432 9.8771 36.5090 -0.047 0.283 -0.396
H -5.5382 9.1638 36.7889 0.244 0.430 0.677
H -6.1333 7.1009 35.7310 0.512 0.083 -0.189
H -5.9804 8.2423 33.3459 -0.044 -0.243 0.107
H -4.8119 8.9003 34.4726 -0.029 0.118 0.125
H -6.3265 9.7577 34.0935 -0.021 0.141 0.273
H -8.4610 8.5740 35.1286 -0.401 0.528 -0.785
H -8.2298 7.4139 36.0479 -0.889 -1.073 0.167
O 1.9799 5.5043 32.7066 -1.503 0.396 -0.706
C 0.6141 5.3987 33.2312 1.072 1.506 1.160
C -0.0009 6.7890 33.7034 1.208 -0.060 0.188
O 0.8409 7.5482 34.5844 0.149 -0.543 0.121
H 2.5901 5.5245 33.4475 -0.171 0.033 0.171
H -0.1064 5.0056 32.5139 0.562 -0.301 -0.273
H 0.7815 4.7257 34.0721 -0.982 -0.044 0.215
H -0.9050 6.6688 34.3003 -0.166 -0.493 -0.339
H -0.2160 7.4546 32.8675 -0.218 -0.421 -0.397
H 1.4720 8.0541 34.0673 0.054 -0.075 -0.122
O 3.4180 10.8455 31.8173 -0.808 0.927 0.431
C 4.0377 10.1652 30.7658 0.456 -0.927 -0.793
C 2.9873 9.7156 29.7040 0.208 0.546 1.133
O 3.5214 9.1197 28.5531 0.648 -0.390 -0.246
H 4.1594 11.0975 32.3726 -0.285 0.240 0.366
H 4.8340 10.7801 30.3464 -0.135 0.169 -0.597
H 4.5614 9.3644 31.2879 -0.002 -0.904 -0.842
H 2.4258 10.5741 29.3356 -0.201 0.396 0.708
H 2.3149 8.9873 30.1575 -0.215 0.223 0.447
H 2.7158 8.8367 28.1142 0.301 -0.299 -0.572
O 1.0417 2.9400 39.4066 -0.709 0.755 0.878
C -0.0121 3.6469 40.1084 0.546 0.778 -1.022
C -0.4733 4.8876 39.2652 0.535 -0.785 -0.244
O 0.6605 5.7780 39.0248 -0.761 -0.935 0.747
H 1.7683 3.5618 39.4907 0.441 -0.095 -0.392
H -0.7768 2.8984 40.3161 -0.308 0.389 -0.256
H 0.3339 4.0466 41.0616 0.241 -0.184 0.192
H -1.2982 5.4072 39.7527 0.103 0.156 0.230
H -0.8467 4.5115 38.3127 0.019 -0.002 -0.127
H 0.5606 6.1929 38.1649 -0.095 -0.057 -0.046
O 6.7068 5.2663 35.5770 0.948 0.557 0.122
C 8.0546 5.6362 35.2263 0.021 -1.465 -0.122
C 9.0444 4.5186 35.6177 -0.269 0.321 -0.269
O 9.1203 4.4497 37.0486 -0.032 0.027 -0.652
H 6.7344 5.2199 36.5355 -0.336 -0.168 0.262
H 8.0348 5.7395 34.1414 0.216 0.127 0.044
H 8.3972 6.5601 35.6923 -0.257 0.178 0.055
H 10.0229 4.6823 35.1662 0.266 0.543 0.135
H 8.7532 3.5595 35.1895 -0.567 -0.099 0.111
H 9.6625 3.6806 37.2388 -0.008 -0.023 0.305
O -2.7180 8.9416 28.2458 0.635 -0.599 0.231
C -3.6182 9.7326 27.5624 -1.196 0.368 -0.741
C -3.3658 11.2112 27.6530 -0.367 -0.215 -0.345
O -2.1157 11.5910 27.1161 0.431 -0.006 0.380
H -2.0139 8.7654 27.6174 0.325 -0.143 0.310
H -3.6807 9.4739 26.5054 0.287 -0.220 -0.388
H -4.6361 9.5369 27.8996 -0.061 -0.032 0.458
H -3.4575 11.5042 28.6989 0.316 0.403 -0.149
H -4.1345 11.6659 27.0281 -0.465 0.354 0.380
H -2.1496 11.3881 26.1783 0.115 0.061 -0.135
O -0.5804 3.2133 24.9974 0.104 0.026 -0.423
C 0.7338 3.5345 25.4347 -0.507 0.009 0.091
C 0.6853 4.7346 26.3950 0.941 -0.058 -1.304
O 0.4352 5.9452 25.6235 -0.368 -0.513 0.879
H -0.6405 3.6318 24.1355 -0.592 -0.116 0.010
H 1.1974 2.6062 25.7685 -0.053 0.191 0.829
H 1.3296 3.7747 24.5541 0.309 0.432 -0.056
H 1.6631 4.8205 26.8689 0.078 0.093 0.234
H -0.0805 4.6268 27.1632 -0.079 0.060 -0.277
H 0.8084 5.8433 24.7449 0.164 -0.090 0.042
O 0.4452 13.2453 34.5189 -0.050 0.020 0.252
H 1.1291 12.7683 34.0489 0.187 -0.173 -0.126
H 0.0041 13.7602 33.8433 -0.130 0.134 -0.153



# 2
92
Properties=species:S:1:pos:R:3:forces:R:3 method="wB97M-V/def2-TZVPD" total_charge=0 spin_multiplicity=1 e_tot_ev=-44046.3193
C 9.6490 13.1401 10.3394 -1.230 -0.983 -1.063
O 8.7230 12.4236 9.4538 0.327 0.206 -0.259
C 9.3366 11.9504 8.2246 0.000 0.373 0.177
C 8.2439 11.6275 7.1856 -1.385 0.761 -0.360
C 7.0573 10.8361 7.7362 0.125 0.021 0.672
N 8.6243 11.1914 5.8107 1.134 0.284 0.843
H 9.2250 13.1283 11.3435 0.068 -0.499 -0.034
H 9.6832 14.2008 10.0906 0.477 -0.051 -0.488
H 10.5871 12.5901 10.2639 0.313 0.541 0.400
H 9.9028 12.7694 7.7811 0.390 0.017 0.023
H 10.0211 11.1376 8.4674 0.035 -0.339 -0.051
H 7.8648 12.6407 7.0521 -0.293 0.115 -0.300
H 6.3734 11.5140 8.2468 0.064 -0.064 0.171
H 7.3976 10.1070 8.4716 -0.151 -0.262 -0.054
H 6.4690 10.3453 6.9609 0.214 -0.060 -0.095
H 9.3638 10.5035 5.8077 0.115 -0.144 0.132
H 7.8453 10.7709 5.3245 -0.168 0.102 0.228
C 9.1228 1.2256 -2.0037 -0.011 -0.995 -1.569
O 8.0570 1.9444 -2.5905 -0.678 0.531 1.800
C 7.7526 3.1103 -1.8324 -0.638 1.756 -0.074
C 6.2585 3.3186 -1.4620 -0.193 0.543 -0.099
C 5.8433 4.7928 -1.1816 0.456 -0.356 -0.655
N 5.9455 2.6049 -0.2184 -0.437 -1.342 -0.189
H 8.9898 0.8404 -0.9927 -0.273 0.581 0.252
H 10.0548 1.7722 -2.1476 0.186 -0.007 0.380
H 9.1373 0.3449 -2.6457 0.546 -0.223 0.087
H 8.2989 3.2600 -0.9012 0.324 -0.782 0.167
H 8.0705 3.9683 -2.4246 -0.117 0.206 -0.371
H 5.7063 2.8581 -2.2812 -0.301 0.369 -0.301
H 4.8154 4.8683 -0.8269 0.044 -0.403 0.346
H 5.8232 5.4752 -2.0313 0.579 -0.194 -0.248
H 6.5267 5.1688 -0.4202 -0.131 0.237 0.063
H 5.0423 2.8644 0.1519 -0.077 1.146 0.252
H 5.6047 1.7188 -0.5629 0.758 -1.058 0.181
C 13.9222 3.9378 -1.5810 1.208 -1.294 0.057
O 14.0885 2.5682 -1.8853 0.877 -1.525 -1.405
C 15.3073 2.1672 -2.5806 -2.086 0.213 -0.946
C 15.1947 0.6687 -2.8790 -1.217 -0.905 2.745
C 15.1622 -0.1414 -1.5417 -0.124 0.661 -1.708
N 16.2100 0.2531 -3.7874 1.065 0.525 -0.781
H 14.7284 4.0698 -0.8594 -0.468 1.101 0.694
H 12.8949 3.9478 -1.2168 0.297 0.808 0.214
H 14.1351 4.5956 -2.4236 -0.429 0.084 -0.224
H 15.2672 2.5068 -3.6155 -0.018 1.163 -0.152
H 16.2086 2.5914 -2.1380 0.144 -0.503 0.439
H 14.2132 0.4816 -3.3146 -0.388 0.550 -0.093
H 14.2220 0.1098 -1.0507 0.298 0.152 0.342
H 16.0552 0.1717 -1.0007 -0.125 -0.622 0.409
H 15.0910 -1.1902 -1.8300 0.497 -0.170 0.448
H 16.1831 0.9822 -4.4858 0.651 0.234 -0.455
H 15.9602 -0.5512 -4.3450 -0.214 -0.464 0.436
C 13.4172 1.2197 3.8150 -0.594 -0.673 -0.584
O 12.8941 2.5012 3.5208 0.071 -0.566 0.875
C 11.8909 2.9049 4.4556 0.642 0.377 0.410
C 11.2301 4.0949 3.7899 0.938 0.114 2.221
C 10.3772 4.9387 4.7592 -0.775 -0.415 -0.608
N 10.5406 3.6118 2.6267 -0.211 0.674 -0.719
H 14.2850 1.0150 3.1881 0.140 0.347 0.250
H 12.6852 0.4604 3.5397 -0.297 -0.180 -0.192
H 13.5977 1.0035 4.8680 0.422 0.584 0.197
H 11.1826 2.1239 4.7321 -0.280 -0.426 -0.555
H 12.3420 3.1562 5.4155 0.426 0.307 0.134
H 12.1077 4.6873 3.5311 -0.209 0.318 -0.652
H 9.7227 5.4898 4.0840 -0.344 0.184 0.348
H 10.8130 5.6491 5.4618 0.844 -0.068 -0.498
H 9.7818 4.3173 5.4281 -0.371 -0.287 -0.280
H 9.8441 2.9342 2.9021 -0.338 -0.030 0.102
H 11.2530 3.0747 2.1531 -0.045 -0.144 -0.529
C 16.1424 6.4000 3.9240 -0.136 -0.701 0.055
O 15.4966 7.6123 3.6646 -0.403 0.544 -0.605
H 17.0121 6.6305 4.5392 0.110 -0.737 0.187
H 15.4230 5.7125 4.3689 0.144 0.256 0.664
H 16.4041 5.8513 3.0192 0.469 0.239 -0.282
H 16.0646 8.0572 3.0313 -0.211 0.385 -0.029
C 11.3530 8.1987 1.1484 -0.094 0.051 0.951
O 10.3174 7.4550 0.5539 -0.249 -0.032 -1.255
H 11.7440 9.0430 0.5806 -0.441 -0.244 -0.694
H 10.8872 8.6376 2.0307 0.705 0.089 0.563
H 12.2042 7.5518 1.3605 0.073 0.143 0.394
H 10.2959 6.5874 0.9643 0.000 -0.064 0.025
C 10.7097 13.4378 1.4197 1.354 -0.376 0.321
O 10.3737 14.0252 2.6664 -0.636 0.294 -0.435
H 11.1955 14.1694 0.7740 -0.314 0.272 0.160
H 11.4939 12.7181 1.6545 0.111 -0.417 -0.445
H 9.9347 12.9269 0.8483 -0.451 0.192 0.298
H 10.0856 13.3155 3.2451 -0.092 0.007 0.151
C 10.1390 8.2027 -3.8379 -0.106 -0.972 -2.423
O 10.8825 9.1103 -3.1230 -0.022 0.469 1.353
H 10.2002 7.1826 -3.4587 -0.199 -0.081 0.305
H 9.1067 8.5184 -3.9891 -0.265 -0.099 0.245
H 10.5716 8.1625 -4.8376 -0.012 -0.082 -0.166
H 10.4156 9.0378 -2.2873 0.604 0.716 0.756



Taking the records one at a time from the top gives HOMO-LUMO gap values of 9.33 9.66 eV.
Taking the records one at a time from the top gives M values of 568.699 484.720 Da.
Taking the records one at a time from the top gives HOMO level values of -9.119 -9.291 eV.